ORCA calculation (the ωB97M-V functional and the def2-TZVPD basis) on a molecular structure, C23H20As2F6N5PtS2Te in a non-equilibrium geometry.

For the orbital gap (alpha / beta), the calculation gives 0.234 / 0.222 Eh. The total energy comes out at -201817.0739 eV. As for the spin multiplicity: 4.

Positions of all 60 atoms, in Å:
Pt1 -1.4702 -0.0269 -0.1493
Te1 -4.3370 0.3136 -0.8358
As1 0.7737 0.4582 0.3789
As2 -0.6526 -0.9146 -4.4188
S1 -1.2872 2.0607 -1.3239
S2 -6.4830 1.4542 1.6830
F1 -1.5187 -2.1497 -5.3398
F2 -1.9285 0.3038 -4.7294
F3 0.2599 -0.4225 -5.8679
F4 0.2643 0.2857 -3.4600
F5 -1.5457 -1.3722 -2.9531
F6 0.5826 -2.1664 -3.9509
N1 -0.5136 -4.7854 -2.0418
N2 -1.4436 -2.1092 -0.0753
N3 -1.1575 -3.8306 -1.2382
N4 -2.4395 -4.0066 -0.7874
N5 -0.5022 -2.8191 -0.7199
C1 0.5089 5.2116 0.3861
C2 3.5712 -0.6003 3.2932
C3 -0.3229 3.0171 -0.2263
C4 2.4384 -1.2385 -1.1774
C5 0.6653 2.4309 0.5783
C6 2.6179 1.0782 -1.7991
C7 -6.3021 0.8102 3.2541
C8 -4.4896 -0.0900 2.1493
C9 1.4314 -0.5791 4.3997
C10 0.8148 -0.2073 3.2067
C11 -2.5445 -2.9351 0.0209
C12 3.3607 -1.6026 -2.1919
C13 2.1134 0.0704 -0.9967
C14 1.4735 4.6171 1.1669
C15 2.9770 -0.2115 2.1024
C16 3.5464 0.7342 -2.7697
C17 -0.3969 4.4167 -0.3070
C18 1.5055 3.2298 1.3631
C19 1.5823 -0.0546 2.0573
C20 2.8111 -0.7413 4.4434
C21 -5.1905 0.0241 3.3736
C22 3.9079 -0.5953 -2.9863
C23 -5.0367 0.6665 1.0935
H1 4.6596 -0.8673 -3.7442
H2 -4.9078 -0.4692 4.2949
H3 3.7048 -2.6504 -2.2932
H4 -7.0355 0.9744 4.0346
H5 -1.1597 4.8572 -0.9621
H6 -0.2701 -0.0259 3.1588
H7 3.9576 1.4937 -3.4262
H8 3.2761 -1.0379 5.3660
H9 2.3486 2.1197 -1.6348
H10 2.1902 2.7330 2.0664
H11 4.6253 -0.8215 3.3172
H12 -1.2641 -5.1621 -2.6359
H13 0.8104 -0.6836 5.2587
H14 -3.5902 -0.6899 1.9826
H15 2.0047 -2.0264 -0.5480
H16 2.2603 5.2307 1.5911
H17 0.0853 -4.1952 -2.6587
H18 0.4487 6.2877 0.3259
H19 3.5528 -0.0815 1.1979
H20 -3.3412 -2.7097 0.7045


ORCA calculation (the ωB97M-V functional and the def2-TZVPD basis) on a molecular structure, C23H20AsClGaN2O10S6Te.

The energy above the lowest of the compared OMol25 structures with the same formula, charge and spin comes out at 60.0 kJ/mol. For the orbital gap, the calculation gives 0.265 Eh. The total energy comes out at -245677.9103 eV. As for the charge: -1.

Positions of all 65 atoms, in Å:
Te1 -1.0246 -3.0411 1.9908
As1 -0.7897 1.3413 3.5827
Ga1 -1.5940 0.0744 0.7806
Cl1 -1.0984 -1.9524 -4.9569
S1 4.5145 1.7430 -0.3030
S2 4.2614 -0.6443 1.4756
S3 1.7011 2.0358 -0.7460
S4 3.5550 3.8424 -2.1927
S5 1.0015 -0.3639 1.1382
S6 -1.9049 2.8003 0.2905
O1 -2.2403 2.3335 3.9778
O2 -1.5807 0.1274 2.5871
O3 -4.9485 -1.6727 -0.5361
O4 -2.3170 3.7705 -0.6749
O5 1.1845 -0.0581 2.6316
O6 -3.3264 -0.7213 0.6416
O7 -1.2770 1.5712 -0.3874
O8 -2.8874 2.2365 1.2059
O9 -5.3092 -2.3640 -3.0413
O10 -4.0754 -2.4367 -4.8740
N1 -0.8946 -1.1747 -2.4267
N2 -1.5845 -1.0358 -1.2804
C1 -2.9854 -1.7522 -2.9064
C2 3.2677 -0.8611 -2.6431
C3 0.5303 -1.0498 -2.4911
C4 -1.7074 -1.6151 -3.4136
C5 1.3374 4.9345 1.1924
C6 2.1562 0.7437 0.3224
C7 -0.4911 -4.6658 0.6959
C8 2.4745 -0.0369 -3.4319
C9 -3.8041 -1.2463 -0.4186
C10 1.3060 -1.8842 -1.7048
C11 -2.8357 -1.3605 -1.5580
C12 1.9203 4.1914 2.2066
C13 -3.0939 -3.5530 1.9927
C14 -4.1702 -2.2149 -3.6921
C15 3.4825 0.6108 0.5257
C16 -0.0004 2.6893 2.2848
C17 2.6864 -1.7796 -1.7811
C18 1.2494 3.1013 2.7466
C19 0.1088 4.5397 0.6873
C20 -0.5286 3.4264 1.2175
C21 1.0941 -0.1264 -3.3560
C22 4.2260 0.1383 3.1093
C23 3.2794 2.5863 -1.1594
H1 2.8978 4.4632 2.5867
H2 -3.2628 -4.4609 2.5656
H3 0.8288 -2.5844 -1.0318
H4 4.7628 1.0847 3.0878
H5 3.1853 0.2613 3.4030
H6 -2.7899 2.4290 3.1863
H7 3.3044 -2.4000 -1.1451
H8 0.5654 -4.5616 0.4517
H9 -1.0791 -4.6200 -0.2192
H10 -3.6244 -2.7164 2.4407
H11 1.8457 5.7913 0.7701
H12 2.9296 0.7024 -4.0777
H13 4.3455 -0.7707 -2.6879
H14 -0.6461 -5.6222 1.1888
H15 4.7317 -0.5473 3.7884
H16 -5.2386 -2.1321 -2.0655
H17 0.4573 0.5297 -3.9339
H18 1.7103 2.5445 3.5561
H19 -0.3484 5.0616 -0.1424
H20 -3.4429 -3.6793 0.9700


ORCA calculation (the ωB97M-V functional and the def2-TZVPD basis) on a molecular structure, C23H20BCl2KN7O2.

The energy above the lowest of the compared OMol25 structures with the same formula, charge and spin comes out at 50.0 kJ/mol. For the orbital gap, the calculation gives 0.265 Eh. The total energy comes out at -80754.1292 eV. As for the charge: -1.

Positions of all 56 atoms, in Å:
K1 -0.0067 0.9511 0.2673
Cl1 1.4233 -0.5142 -2.3712
Cl2 3.0904 4.5912 -3.1014
O1 -0.9159 2.4966 -1.6317
O2 -2.5394 3.9570 -2.1467
N1 -1.2697 2.5331 3.2289
N2 2.2246 2.3630 1.9120
N3 0.4417 -0.1569 2.7509
N4 0.9760 2.7795 2.2120
N5 -1.9178 1.9792 2.1842
N6 0.5412 0.7867 3.7041
N7 1.1056 2.2409 -3.3239
C1 -1.7252 3.0848 -2.4323
C2 -1.6765 2.5844 -3.9022
C3 3.8929 0.3773 -1.7742
C4 0.0649 4.0380 -6.9521
C5 0.7838 -1.3013 3.3262
C6 0.9458 0.2416 4.8658
C7 1.1133 -1.1133 4.6766
C8 3.4004 2.9325 -2.7124
C9 2.6669 0.7106 -2.3185
C10 -0.8938 3.7120 -5.9988
C11 2.5830 3.0488 0.8328
C12 -0.5710 3.0863 -4.8035
C13 4.6503 2.6062 -2.2128
C14 0.5639 3.7282 1.3400
C15 0.7898 2.8255 -4.5374
C16 -3.2454 3.5198 3.1493
C17 1.7452 3.0929 -5.5184
C18 -2.0412 3.4670 3.8185
C19 4.8998 1.3272 -1.7451
C20 2.3718 1.9823 -2.8328
C21 -3.1040 2.5647 2.1312
C22 1.5680 3.9295 0.4200
C23 1.3854 3.6993 -6.7123
B1 0.2316 2.2764 3.4817
H1 1.0876 0.8580 5.7372
H2 0.7814 -2.2142 2.7500
H3 -1.6713 4.0254 4.6624
H4 -1.6058 1.4909 -3.8642
H5 5.8671 1.0785 -1.3301
H6 -4.0899 4.1551 3.3527
H7 0.3225 2.1732 -2.6287
H8 -2.6295 2.8452 -4.3597
H9 3.5539 2.8839 0.3904
H10 -3.8011 2.2954 1.3532
H11 -0.4239 4.1555 1.3986
H12 -0.2241 4.5254 -7.8744
H13 4.0518 -0.6196 -1.3880
H14 5.4040 3.3791 -2.1519
H15 2.1491 3.9089 -7.4517
H16 1.5526 4.5870 -0.4322
H17 1.4315 -1.8468 5.3972
H18 0.5656 2.8733 4.4773
H19 -1.9380 3.9281 -6.1942
H20 2.7807 2.8310 -5.3422